No. 1
# C29H57N2O2PSi4SnTe

C29H57N2O2PSi4SnTe as an isolated structure (ωB97M-V with the def2-TZVPD basis set, OMol25).

Computed properties:
**Charge**: +2
**ΔE to the lowest compared entry with this formula, charge and spin**: 24.6 kJ/mol
**Orbital gap**: 0.2494 hartree
**Largest force on an atom**: 0.6 eV/A
**Calculated total energy**: -3380.58781 hartree
**Multiplicity**: 1
**HOMO**: -0.4638 Eh

Cartesian coordinates (Å):
Sn (1.047, -0.376, -0.935)
O (-1.595, 1.176, 1.768)
C (-0.744, 0.299, 1.377)
O (-0.879, -0.437, 0.393)
C (0.556, 0.278, 2.122)
C (0.653, 0.505, 3.478)
C (1.920, 0.505, 4.048)
C (3.023, 0.338, 3.229)
C (2.832, 0.143, 1.871)
N (1.617, 0.079, 1.324)
H (-0.239, 0.677, 4.062)
H (2.043, 0.655, 5.112)
H (4.027, 0.364, 3.627)
H (3.681, 0.042, 1.210)
N (3.588, 0.237, -1.949)
H (4.166, -0.595, -1.856)
H (4.108, 1.004, -1.533)
H (3.521, 0.440, -2.942)
C (-0.659, -3.921, 1.412)
C (0.851, -4.061, 1.199)
C (1.262, -5.535, 1.249)
C (1.578, -3.319, 2.330)
P (1.336, -3.208, -0.383)
C (3.083, -3.649, -0.640)
C (3.515, -4.893, -1.108)
C (4.864, -5.165, -1.264)
C (5.815, -4.206, -0.941)
C (5.408, -2.973, -0.458)
C (4.054, -2.704, -0.318)
C (0.360, -3.810, -1.866)
C (1.152, -3.412, -3.122)
C (0.049, -5.309, -1.921)
C (-0.983, -3.061, -1.891)
H (-0.900, -4.244, 2.427)
H (-1.235, -4.547, 0.730)
H (-0.998, -2.889, 1.300)
H (0.945, -5.946, 2.210)
H (2.342, -5.657, 1.184)
H (0.796, -6.135, 0.470)
H (1.357, -3.823, 3.272)
H (1.238, -2.285, 2.417)
H (2.662, -3.326, 2.199)
H (2.800, -5.664, -1.350)
H (5.173, -6.133, -1.634)
H (6.867, -4.425, -1.059)
H (6.142, -2.225, -0.188)
H (3.741, -1.742, 0.068)
H (2.075, -3.978, -3.232)
H (1.412, -2.348, -3.137)
H (0.530, -3.600, -3.999)
H (0.937, -5.935, -1.926)
H (-0.492, -5.513, -2.848)
H (-0.591, -5.629, -1.100)
H (-0.869, -1.974, -1.927)
H (-1.618, -3.299, -1.039)
H (-1.521, -3.343, -2.798)
C (1.492, 5.474, -1.633)
Si (-0.129, 4.741, -2.148)
C (-1.595, 5.728, -1.602)
C (-0.182, 4.267, -3.938)
Si (-2.321, 2.402, 0.654)
Te (-0.318, 2.488, -0.922)
Si (-4.177, 1.458, -0.463)
C (-3.615, 0.784, -2.107)
C (-4.849, 0.122, 0.652)
C (-5.378, 2.871, -0.667)
Si (-2.414, 4.204, 2.191)
C (-3.010, 3.384, 3.764)
C (-3.598, 5.558, 1.714)
C (-0.649, 4.801, 2.341)
H (1.612, 6.457, -2.096)
H (2.331, 4.854, -1.949)
H (1.546, 5.600, -0.551)
H (-1.575, 6.706, -2.092)
H (-1.573, 5.900, -0.526)
H (-2.536, 5.244, -1.870)
H (-0.154, 5.176, -4.547)
H (-1.096, 3.724, -4.179)
H (0.671, 3.651, -4.224)
H (-2.811, 0.055, -1.996)
H (-3.260, 1.578, -2.765)
H (-4.458, 0.290, -2.598)
H (-4.094, -0.623, 0.908)
H (-5.661, -0.392, 0.130)
H (-5.257, 0.529, 1.578)
H (-4.962, 3.683, -1.268)
H (-5.681, 3.283, 0.296)
H (-6.281, 2.522, -1.174)
H (-4.093, 3.252, 3.755)
H (-2.768, 4.030, 4.612)
H (-2.551, 2.412, 3.942)
H (-4.608, 5.167, 1.586)
H (-3.327, 6.091, 0.804)
H (-3.633, 6.292, 2.523)
H (0.047, 3.974, 2.491)
H (-0.560, 5.477, 3.196)
H (-0.328, 5.342, 1.450)

***

No. 2
# C29H60AlBr20FNO

C29H60AlBr20FNO as an isolated structure (ωB97M-V with the def2-TZVPD basis set, OMol25).

Computed properties:
**Charge**: -1
**Orbital gap**: 0.2030 hartree
**Largest force on an atom**: 1.5 eV/A
**Calculated total energy**: -53093.62405 hartree
**Multiplicity**: 1
**HOMO**: -0.1454 Eh

Cartesian coordinates (Å):
C (3.575, 0.558, -0.575)
C (2.358, 0.928, -1.478)
C (2.763, 0.655, -2.926)
C (1.147, 0.090, -1.014)
Al (-0.573, 0.178, -2.083)
C (-1.673, 1.843, -1.711)
N (-0.989, 3.161, -1.864)
C (-1.770, -1.426, -1.466)
C (-1.237, -1.981, -0.241)
O (-1.859, -2.087, 0.832)
C (-0.378, -0.053, -4.105)
C (0.365, -1.313, -4.523)
F (0.722, -2.132, -3.429)
H (4.524, 0.665, -1.110)
H (3.494, -0.503, -0.328)
H (3.597, 1.096, 0.380)
H (2.210, 2.004, -1.339)
H (2.784, -0.407, -3.157)
H (3.772, 1.042, -3.101)
H (2.123, 1.202, -3.618)
H (1.478, -0.949, -0.960)
H (0.910, 0.420, -0.004)
H (-2.502, 1.838, -2.431)
H (-2.145, 1.761, -0.729)
H (-0.339, 3.301, -1.104)
H (-0.496, 3.213, -2.741)
H (-1.654, -2.182, -2.247)
H (-2.796, -1.116, -1.285)
H (-0.200, -2.363, -0.243)
H (-1.402, -0.113, -4.494)
H (0.067, 0.790, -4.643)
H (1.276, -1.052, -5.059)
H (-0.280, -1.925, -5.153)
Br (-4.743, -3.391, -1.363)
C (-5.485, -3.861, 0.366)
C (-4.382, -4.161, 1.347)
Br (-3.606, -5.920, 1.038)
H (-6.164, -4.694, 0.216)
H (-6.047, -2.987, 0.688)
H (-4.776, -4.194, 2.361)
H (-3.566, -3.440, 1.290)
Br (8.042, 0.826, -0.399)
C (7.145, 2.454, 0.178)
C (7.031, 2.525, 1.677)
Br (5.630, 1.350, 2.331)
H (6.178, 2.470, -0.315)
H (7.760, 3.269, -0.196)
H (6.737, 3.527, 1.986)
H (7.948, 2.244, 2.184)
Br (-0.433, 2.918, -5.491)
C (-1.441, 3.215, -7.124)
C (-2.844, 3.673, -6.830)
Br (-3.965, 2.202, -6.230)
H (-1.408, 2.286, -7.687)
H (-0.893, 3.984, -7.667)
H (-3.321, 4.048, -7.734)
H (-2.884, 4.433, -6.057)
Br (0.859, 1.764, -9.824)
C (-0.154, 2.057, -11.457)
C (-1.559, 2.512, -11.164)
Br (-2.679, 1.042, -10.561)
H (-0.121, 1.130, -12.019)
H (0.389, 2.828, -11.999)
H (-2.034, 2.886, -12.068)
H (-1.598, 3.275, -10.393)
Br (0.313, -0.952, 2.713)
C (1.760, -0.024, 3.627)
C (1.511, 1.461, 3.655)
Br (1.832, 2.226, 1.900)
H (2.676, -0.284, 3.105)
H (1.792, -0.424, 4.639)
H (2.201, 1.958, 4.335)
H (0.492, 1.715, 3.930)
Br (0.830, -1.942, 6.997)
C (-0.287, -0.919, 8.226)
C (-0.759, 0.367, 7.603)
Br (0.665, 1.695, 7.545)
H (0.301, -0.768, 9.125)
H (-1.137, -1.563, 8.454)
H (-1.548, 0.812, 8.204)
H (-1.112, 0.241, 6.584)
Br (2.079, -2.334, 10.894)
C (2.263, -4.040, 9.979)
C (1.302, -5.067, 10.511)
Br (1.873, -5.773, 12.233)
H (3.300, -4.341, 10.083)
H (2.049, -3.828, 8.933)
H (1.260, -5.927, 9.847)
H (0.302, -4.670, 10.653)
Br (2.867, 7.407, 0.064)
C (1.893, 6.917, 1.676)
C (2.813, 6.794, 2.862)
Br (3.830, 5.140, 2.797)
H (1.367, 5.993, 1.457)
H (1.174, 7.717, 1.833)
H (2.238, 6.744, 3.785)
H (3.528, 7.608, 2.924)
Br (-2.430, -6.471, -5.359)
C (-3.487, -5.328, -4.186)
C (-4.123, -4.194, -4.943)
Br (-2.834, -2.802, -5.364)
H (-2.823, -4.986, -3.398)
H (-4.248, -5.978, -3.761)
H (-4.880, -3.710, -4.329)
H (-4.567, -4.513, -5.881)
Br (-2.900, -0.365, 4.762)
C (-2.432, -2.161, 5.330)
C (-3.641, -2.943, 5.761)
Br (-4.252, -2.395, 7.531)
H (-1.696, -2.063, 6.122)
H (-1.965, -2.620, 4.460)
H (-3.398, -3.999, 5.856)
H (-4.482, -2.823, 5.087)

***

No. 3
# C29H60AsCdN2O5S5Si

C29H60AsCdN2O5S5Si as an isolated structure (ωB97M-V with the def2-TZVPD basis set, OMol25).

Computed properties:
**Charge**: +1
**ΔE to the lowest compared entry with this formula, charge and spin**: 15.6 kJ/mol
**Orbital gap**: 0.3162 hartree
**Largest force on an atom**: 0.5 eV/A
**Calculated total energy**: -6310.79678 hartree
**Multiplicity**: 1
**HOMO**: -0.3829 Eh

Cartesian coordinates (Å):
Cd (0.758, 0.396, -0.465)
C (3.842, -0.501, 0.808)
C (3.137, -0.519, 2.158)
S (1.323, -0.541, 2.107)
C (0.842, 0.815, 3.229)
C (1.393, 2.198, 2.933)
S (1.002, 2.768, 1.252)
C (2.621, 3.361, 0.705)
C (3.760, 2.339, 0.706)
S (3.459, 0.867, -0.326)
H (3.591, -1.384, 0.220)
H (4.919, -0.501, 0.986)
H (3.445, 0.324, 2.774)
H (3.464, -1.419, 2.681)
H (1.093, 0.529, 4.251)
H (-0.246, 0.829, 3.138)
H (2.472, 2.231, 3.075)
H (0.956, 2.898, 3.645)
H (2.913, 4.219, 1.311)
H (2.428, 3.721, -0.305)
H (3.992, 2.008, 1.716)
H (4.658, 2.823, 0.321)
O (0.866, 2.598, -1.866)
C (1.513, 2.303, -3.120)
C (1.061, 1.006, -3.725)
C (0.983, 0.849, -5.100)
C (0.585, -0.373, -5.611)
C (0.248, -1.388, -4.731)
C (0.338, -1.141, -3.374)
N (0.757, 0.022, -2.876)
H (-0.098, 2.607, -1.972)
H (2.581, 2.222, -2.895)
H (1.374, 3.122, -3.828)
H (1.233, 1.675, -5.753)
H (0.524, -0.527, -6.680)
H (-0.088, -2.352, -5.085)
H (0.056, -1.896, -2.653)
C (1.427, -4.245, -0.816)
C (0.766, -2.944, -0.462)
N (-0.515, -2.971, -0.104)
O (1.423, -1.893, -0.530)
H (0.761, -5.102, -0.738)
H (2.284, -4.391, -0.159)
H (1.811, -4.166, -1.833)
H (-0.998, -3.848, -0.019)
H (-0.999, -2.138, 0.230)
C (6.676, -1.667, -1.966)
As (5.818, -0.885, -3.506)
C (6.691, -1.671, -5.032)
C (6.388, 0.958, -3.490)
S (3.751, -1.101, -3.478)
H (7.757, -1.548, -2.012)
H (6.414, -2.722, -1.920)
H (6.284, -1.160, -1.085)
H (7.766, -1.504, -4.982)
H (6.283, -1.215, -5.932)
H (6.477, -2.737, -5.043)
H (7.474, 1.035, -3.464)
H (5.954, 1.426, -2.608)
H (5.999, 1.445, -4.383)
C (-4.702, -1.625, -0.690)
C (-5.202, -0.266, -0.209)
C (-5.260, 0.727, -1.363)
C (-6.570, -0.401, 0.444)
O (-4.334, 0.266, 0.810)
Si (-2.725, 0.228, 1.068)
S (-1.701, 0.506, -0.735)
O (-2.204, -1.217, 1.682)
C (-2.606, -1.895, 2.901)
C (-2.300, -3.369, 2.676)
C (-4.092, -1.706, 3.181)
C (-1.787, -1.364, 4.070)
O (-2.417, 1.322, 2.257)
C (-3.052, 2.594, 2.524)
C (-3.242, 3.371, 1.228)
C (-2.105, 3.343, 3.452)
C (-4.381, 2.348, 3.227)
H (-5.399, -2.033, -1.423)
H (-4.632, -2.326, 0.144)
H (-3.721, -1.533, -1.158)
H (-5.952, 0.374, -2.129)
H (-4.275, 0.854, -1.810)
H (-5.612, 1.696, -1.004)
H (-7.302, -0.767, -0.277)
H (-6.904, 0.568, 0.816)
H (-6.529, -1.097, 1.282)
H (-2.856, -3.741, 1.813)
H (-2.590, -3.955, 3.548)
H (-1.231, -3.508, 2.507)
H (-4.696, -2.094, 2.362)
H (-4.337, -0.653, 3.319)
H (-4.360, -2.243, 4.092)
H (-0.722, -1.506, 3.878)
H (-2.048, -1.907, 4.980)
H (-1.990, -0.305, 4.225)
H (-2.286, 3.486, 0.714)
H (-3.643, 4.362, 1.447)
H (-3.937, 2.858, 0.563)
H (-1.180, 3.592, 2.931)
H (-1.877, 2.731, 4.328)
H (-2.564, 4.272, 3.792)
H (-5.051, 1.773, 2.589)
H (-4.856, 3.298, 3.473)
H (-4.216, 1.797, 4.155)

***

No. 4
# C29H60N2O11

A 9-piece molecular cluster, C29H60N2O11 overall (ωB97M-V with the def2-TZVPD basis set, OMol25).

Computed properties:
**Charge**: 0
**SMILES string**: CNCN(COC)C(=O)O.CC(C)=O.CC(C)=O.CC(C)=O.CC(C)=O.CC(C)=O.CC(C)=O.CC(C)=O.CC(C)=O
**Orbital gap**: 0.3352 hartree
**Largest force on an atom**: 0.8 eV/A
**Calculated total energy**: -2078.10072 hartree
**Multiplicity**: 1
**HOMO**: -0.3238 Eh

Cartesian coordinates (Å):
C (-3.346, 2.396, 1.279)
N (-4.542, 1.842, 0.634)
C (-5.552, 2.803, 0.263)
N (-6.407, 3.078, 1.431)
C (-7.272, 1.971, 1.818)
O (-8.122, 1.534, 0.780)
C (-9.403, 2.151, 0.739)
C (-7.046, 4.333, 1.484)
O (-7.396, 4.848, 2.499)
O (-7.259, 4.962, 0.302)
H (-2.460, 2.336, 0.637)
H (-3.129, 1.872, 2.220)
H (-3.508, 3.450, 1.539)
H (-4.302, 1.262, -0.157)
H (-6.126, 2.397, -0.584)
H (-5.117, 3.767, -0.048)
H (-7.847, 2.295, 2.697)
H (-6.631, 1.132, 2.106)
H (-9.440, 3.071, 1.337)
H (-10.171, 1.460, 1.109)
H (-9.647, 2.408, -0.300)
H (-7.131, 4.345, -0.436)
C (2.112, 2.575, -0.201)
C (0.890, 1.784, 0.187)
C (1.008, 0.288, 0.129)
O (-0.139, 2.328, 0.533)
H (1.908, 3.640, -0.116)
H (2.945, 2.308, 0.452)
H (2.402, 2.346, -1.226)
H (1.788, -0.039, 0.822)
H (1.253, -0.033, -0.883)
H (0.061, -0.160, 0.422)
C (4.169, -0.767, 4.800)
C (3.207, -1.240, 3.740)
C (2.828, -2.699, 3.758)
O (2.738, -0.478, 2.924)
H (4.347, 0.300, 4.689)
H (3.762, -0.963, 5.793)
H (5.117, -1.301, 4.715)
H (2.331, -2.935, 4.701)
H (3.715, -3.330, 3.678)
H (2.146, -2.914, 2.939)
C (-0.592, -2.181, -4.539)
C (-0.869, -0.923, -3.759)
C (-2.011, -0.063, -4.241)
O (-0.218, -0.618, -2.784)
H (0.240, -2.707, -4.075)
H (-1.473, -2.825, -4.530)
H (-0.346, -1.950, -5.577)
H (-2.939, -0.638, -4.230)
H (-1.827, 0.257, -5.268)
H (-2.112, 0.808, -3.598)
C (6.687, 3.161, -1.303)
C (5.577, 4.180, -1.407)
C (5.902, 5.584, -0.955)
O (4.484, 3.886, -1.828)
H (6.332, 2.196, -1.655)
H (7.542, 3.477, -1.904)
H (7.018, 3.073, -0.267)
H (6.729, 5.985, -1.543)
H (6.206, 5.579, 0.093)
H (5.028, 6.219, -1.076)
C (1.187, -6.543, -1.476)
C (0.200, -5.421, -1.699)
C (0.661, -4.036, -1.326)
O (-0.901, -5.630, -2.156)
H (0.745, -7.489, -1.781)
H (2.096, -6.362, -2.053)
H (1.462, -6.592, -0.421)
H (1.543, -3.767, -1.911)
H (0.922, -3.997, -0.269)
H (-0.133, -3.319, -1.524)
C (7.636, 3.493, 5.536)
C (6.436, 2.791, 6.127)
C (5.142, 3.569, 6.151)
O (6.507, 1.664, 6.556)
H (8.501, 2.835, 5.574)
H (7.433, 3.771, 4.501)
H (7.848, 4.406, 6.095)
H (4.854, 3.850, 5.136)
H (5.267, 4.486, 6.730)
H (4.357, 2.963, 6.596)
C (-1.189, -1.463, 3.567)
C (-1.244, -2.734, 2.755)
C (-2.613, -3.238, 2.370)
O (-0.236, -3.310, 2.415)
H (-0.153, -1.197, 3.764)
H (-1.669, -0.650, 3.019)
H (-1.724, -1.597, 4.509)
H (-3.137, -2.479, 1.787)
H (-3.202, -3.440, 3.266)
H (-2.519, -4.149, 1.782)
C (-0.141, -4.899, -9.177)
C (-0.881, -4.128, -8.110)
C (-1.962, -4.873, -7.365)
O (-0.619, -2.974, -7.864)
H (0.609, -4.260, -9.638)
H (0.344, -5.772, -8.737)
H (-0.840, -5.249, -9.937)
H (-1.539, -5.744, -6.861)
H (-2.723, -5.225, -8.063)
H (-2.421, -4.217, -6.629)